1.
Density functional theory data (ωB97M-V/def2-TZVPD) for a structure of composition C58H83CrGe2N2O2Se in a non-equilibrium geometry.

The geometry in XYZ format:
```
149
C58H83CrGe2N2O2Se (ωB97M-V/def2-TZVPD)
Cr 0.8022 0.1692 0.7672
C 4.6161 -1.7827 0.6119
N 3.9031 -0.8299 1.4277
C 4.0947 0.5221 0.9512
C 4.2208 -0.9574 2.8266
C 3.1418 -0.3592 3.7343
N 1.7799 -0.7854 3.4543
C 0.8465 -0.0721 4.3163
C -0.4552 0.3135 3.6710
C -1.6545 -0.0358 4.2466
C -2.8509 0.5563 3.8441
C -2.7442 1.5984 2.9351
C -1.5509 2.0314 2.3776
C -0.3745 1.2603 2.6007
O 0.8054 1.5021 2.0747
C -1.6007 3.3824 1.6712
C -0.2064 3.9176 1.3465
C -2.4184 3.2533 0.3829
C -2.2758 4.4018 2.6166
C -4.1613 0.1873 4.5220
C -4.4383 -1.3068 4.3234
C -4.0541 0.5004 6.0230
C -5.3539 0.9677 3.9595
C 1.5854 -2.2214 3.5776
C 0.4690 -2.8183 2.7610
C -0.4858 -3.6255 3.3376
C -1.3244 -4.4196 2.5581
C -0.9741 -4.5401 1.2139
C 0.0227 -3.7995 0.6020
C 0.5945 -2.7178 1.3383
O 1.2146 -1.7177 0.8264
C 0.5588 -4.2733 -0.7486
C -0.4614 -4.0821 -1.8761
C 1.8575 -3.5626 -1.1315
C 0.9019 -5.7737 -0.6152
C -2.5076 -5.2060 3.1066
C -2.2859 -6.7126 2.8960
C -3.7721 -4.7523 2.3629
C -2.7539 -4.9812 4.6036
H 5.7143 -1.6514 0.6534
H 4.2889 -1.6739 -0.4192
H 4.3703 -2.7942 0.9339
H 5.1038 0.9116 1.2003
H 3.3333 1.1816 1.3728
H 3.9808 0.5204 -0.1271
H 5.1790 -0.4447 3.0704
H 4.3655 -2.0170 3.0624
H 3.1614 0.7262 3.6032
H 3.4287 -0.5879 4.7839
H 1.3186 0.8689 4.6302
H 0.6437 -0.6536 5.2364
H -1.6497 -0.7576 5.0538
H -3.6283 2.1560 2.6770
H 0.2516 3.3101 0.5671
H 0.4297 3.8878 2.2276
H -0.2660 4.9513 1.0063
H -1.8535 2.6443 -0.3269
H -2.6119 4.2277 -0.0608
H -3.3758 2.7684 0.5678
H -1.8482 4.3402 3.6152
H -3.3475 4.2387 2.7006
H -2.1270 5.4121 2.2386
H -3.6186 -1.9018 4.7145
H -4.5330 -1.5192 3.2609
H -5.3576 -1.6085 4.8281
H -3.2385 -0.0542 6.4793
H -4.9791 0.2345 6.5352
H -3.8650 1.5627 6.1715
H -5.4640 0.7756 2.8947
H -5.2311 2.0389 4.1122
H -6.2704 0.6599 4.4647
H 1.4541 -2.5046 4.6430
H 2.4965 -2.7093 3.2218
H -0.5554 -3.6511 4.4176
H -1.5023 -5.2616 0.6062
H -0.6543 -3.0197 -2.0220
H -1.4051 -4.5781 -1.6495
H -0.0701 -4.4833 -2.8123
H 2.5912 -3.6778 -0.3367
H 1.6944 -2.4994 -1.2897
H 2.2647 -3.9898 -2.0489
H 0.0165 -6.3827 -0.4500
H 1.5731 -5.9260 0.2301
H 1.3977 -6.1275 -1.5192
H -2.1860 -6.9522 1.8413
H -3.1236 -7.2808 3.3009
H -1.3737 -7.0279 3.3996
H -3.6726 -4.9074 1.2926
H -3.9253 -3.6895 2.5323
H -4.6493 -5.2963 2.7162
H -1.9342 -5.3676 5.2063
H -3.6682 -5.4985 4.9016
H -2.8764 -3.9236 4.8188
C 4.1760 2.1735 -5.4308
Ge 3.3035 0.3781 -5.5212
C 1.9075 0.7011 -6.9351
C 4.6925 -0.7059 -6.6118
C 2.6428 -0.1550 -3.8108
Se -0.2763 -0.4429 -1.3743
C -2.1336 -0.8103 -0.6686
H 4.5230 2.5168 -6.4034
H 5.0198 2.1872 -4.7458
H 3.4552 2.8952 -5.0605
H 2.3702 0.9562 -7.8883
H 1.2785 1.5351 -6.6369
H 1.2595 -0.1560 -7.0980
H 4.8786 -0.2349 -7.5721
H 4.3569 -1.7237 -6.8011
H 5.6404 -0.7716 -6.0813
H 3.4529 -0.1507 -3.0782
H 2.1825 -1.1450 -3.8064
H -2.5881 0.1548 -0.4657
H -2.0729 -1.4025 0.2415
H -2.6923 -1.3496 -1.4319
C 0.0583 1.2828 -0.7406
Ge 0.3742 2.4031 -2.3348
C -0.9176 1.5737 -3.6566
C -2.2464 1.9516 -3.4984
C -3.2701 1.2462 -4.1081
C -2.9804 0.1396 -4.8872
C -1.6623 -0.2460 -5.0542
C -0.6444 0.4614 -4.4368
C 2.2712 3.1516 -2.5328
C 2.5989 4.3920 -3.0592
C 3.8836 4.8958 -2.9437
C 4.8604 4.1810 -2.2751
C 4.5451 2.9442 -1.7370
C 3.2641 2.4455 -1.8745
C -0.4244 4.2656 -2.7652
C -0.8823 5.3060 -1.9750
C -1.4056 6.4647 -2.5287
C -1.4413 6.6339 -3.8987
C -0.9190 5.6397 -4.7104
C -0.4319 4.4810 -4.1424
H -2.4885 2.8085 -2.8798
H -4.3005 1.5457 -3.9555
H -3.7813 -0.4178 -5.3617
H -1.4269 -1.1238 -5.6428
H 0.3864 0.1489 -4.5274
H 1.8511 4.9752 -3.5738
H 4.1265 5.8571 -3.3779
H 5.8613 4.5872 -2.1746
H 5.3054 2.3799 -1.2110
H 2.9853 1.4771 -1.4862
H -0.8426 5.2160 -0.9031
H -1.7917 7.2503 -1.8874
H -1.8624 7.5329 -4.3324
H -0.8950 5.7739 -5.7852
H -0.0377 3.6997 -4.7789
```

Its orbital gap (spin up / spin down) is 4.51 / 4.53 eV. The net charge is -2. Its multiplicity is 4.

2.
Density functional theory data (ωB97M-V/def2-TZVPD) for a cluster of 8 separate species, C58H93F3N3O12PS in total in a non-equilibrium geometry.

The geometry in XYZ format:
```
171
C58H93F3N3O12PS (ωB97M-V/def2-TZVPD)
C 0.3420 -2.1306 -4.4443
C 1.2210 -1.5528 -3.8701
C 2.2970 -0.8380 -3.1911
C 2.9857 0.1314 -4.1681
C 3.6199 1.3717 -3.5090
C 4.1515 1.1497 -2.1197
C 5.2718 0.3246 -1.9147
C 5.9872 -0.3882 -3.0292
C 5.7581 0.1482 -0.6105
O 6.8406 -0.6796 -0.3948
C 5.1518 0.7568 0.4841
C 4.0509 1.5709 0.2692
C 3.5488 1.7632 -1.0203
N 2.4322 2.6252 -1.2108
F 2.9335 3.9681 -0.9247
C 1.3777 2.4089 -0.2736
C 1.6439 2.2771 1.0993
C 0.6128 2.1017 2.0208
C 0.8911 2.0563 3.5032
N 1.2034 0.7070 4.0012
C 0.1410 0.2100 4.9066
C -0.6992 1.9805 1.5527
O -1.6154 1.6590 2.4876
C -2.9199 2.2846 2.5231
C -4.0587 1.2935 2.2607
C -5.0743 1.3921 3.3993
C -3.5295 -0.1338 2.0855
C -4.6037 -1.1907 1.7836
C -4.0048 -2.2347 0.8416
C -5.0562 -1.9219 3.0499
C -0.9632 2.0964 0.1801
N -2.3533 1.9634 -0.2533
C -2.7175 0.8067 -0.9790
O -3.8093 0.4770 -1.2581
F -1.6384 0.0585 -1.2427
C -3.0126 3.1205 -0.6971
O -4.1063 3.2197 -1.1058
F -2.2390 4.2013 -0.4783
C 0.0627 2.3601 -0.7330
P -0.4399 2.7074 -2.4779
C 0.4463 4.2853 -2.7757
O 0.4522 1.5990 -3.3061
S 3.3071 2.3596 1.6551
H -0.4681 -2.6242 -4.9188
H 3.0006 -1.5771 -2.8149
H 1.8503 -0.2774 -2.3713
H 2.2165 0.4732 -4.8558
H 3.7176 -0.4240 -4.7458
H 2.8839 2.1656 -3.4822
H 4.4471 1.6993 -4.1362
H 5.7027 -0.0235 -4.0059
H 7.0620 -0.3360 -2.9001
H 5.7162 -1.4443 -3.0060
H 7.6485 -0.1549 -0.3844
H 5.5422 0.5740 1.4734
H 0.0365 2.4815 4.0253
H 1.7416 2.7120 3.6769
H 2.0283 0.8075 4.5787
H -0.0959 0.9469 5.6784
H 0.5028 -0.6883 5.3962
H -0.7386 -0.0178 4.3153
H -3.0183 2.6706 3.5340
H -2.9177 3.1032 1.8178
H -4.5689 1.5345 1.3271
H -4.6809 0.9389 4.3086
H -6.0097 0.9222 3.1160
H -5.2376 2.4394 3.6266
H -2.8119 -0.1612 1.2651
H -2.9771 -0.4387 2.9749
H -5.4747 -0.7551 1.2932
H -3.6132 -1.7735 -0.0660
H -4.7451 -2.9690 0.5291
H -3.1721 -2.7407 1.3298
H -5.4696 -1.2358 3.7793
H -5.7884 -2.6850 2.7902
H -4.2015 -2.4573 3.4623
H 1.2101 4.1588 -3.5401
H 0.9566 4.6395 -1.8877
H -0.2756 5.0378 -3.0750
H 0.7093 1.9623 -4.1602
C -5.8280 6.0710 6.6102
C -4.4299 5.5649 6.9614
C -4.4044 4.2189 6.2489
O -5.2310 4.3625 5.0928
C -5.9823 5.5757 5.1783
H -5.9389 7.1507 6.6947
H -6.5713 5.5995 7.2565
H -3.6727 6.2306 6.5417
H -4.2501 5.4766 8.0315
H -4.8172 3.4257 6.8815
H -3.4026 3.9216 5.9340
H -5.5723 6.2963 4.4628
H -7.0175 5.3694 4.9056
C 12.3507 -0.1034 0.9843
C 11.6361 1.2468 0.9641
C 11.0649 1.2687 -0.4478
O 10.7914 -0.0927 -0.7906
C 11.4012 -0.9662 0.1639
H 12.5166 -0.4979 1.9853
H 13.3178 -0.0233 0.4839
H 10.8297 1.2569 1.7007
H 12.2903 2.0932 1.1651
H 11.7882 1.6739 -1.1629
H 10.1434 1.8474 -0.5270
H 10.6188 -1.4040 0.7931
H 11.9063 -1.7723 -0.3681
C -10.2156 -1.1341 1.9781
C -10.2227 -1.3988 3.4829
C -8.7446 -1.2626 3.8234
O -8.2086 -0.3057 2.9080
C -9.1495 -0.0530 1.8627
H -11.1793 -0.8173 1.5825
H -9.9041 -2.0320 1.4403
H -10.8032 -0.6306 3.9983
H -10.6281 -2.3719 3.7555
H -8.2169 -2.2122 3.6836
H -8.5707 -0.9180 4.8434
H -9.5788 0.9442 2.0084
H -8.6266 -0.0667 0.9058
C -6.0578 7.0504 -2.2769
C -5.3544 6.2720 -1.1662
C -4.5205 7.3653 -0.5126
O -5.2529 8.5836 -0.6702
C -6.3207 8.3888 -1.5978
H -6.9688 6.5748 -2.6365
H -5.3842 7.1832 -3.1266
H -6.0894 5.8821 -0.4584
H -4.7541 5.4391 -1.5198
H -3.5491 7.4724 -1.0090
H -4.3458 7.1931 0.5504
H -7.2686 8.3731 -1.0479
H -6.3409 9.2278 -2.2945
C 4.2255 -4.5962 -6.7506
C 4.7395 -5.2752 -5.4818
C 5.1347 -4.0769 -4.6277
O 4.2480 -3.0170 -4.9909
C 3.5297 -3.3692 -6.1771
H 3.5570 -5.2220 -7.3395
H 5.0617 -4.2963 -7.3866
H 3.9337 -5.8340 -5.0034
H 5.5678 -5.9609 -5.6557
H 6.1635 -3.7604 -4.8364
H 5.0436 -4.2669 -3.5571
H 2.4939 -3.5821 -5.8988
H 3.5358 -2.5203 -6.8625
C 0.0530 -3.1203 0.6804
C -0.9739 -4.1737 1.0954
C -1.2792 -3.7545 2.5274
O -1.1269 -2.3369 2.5652
C -0.4864 -1.8777 1.3738
H 0.1387 -2.9945 -0.3960
H 1.0382 -3.3781 1.0769
H -1.8698 -4.0896 0.4758
H -0.6063 -5.1966 1.0267
H -0.5708 -4.2067 3.2310
H -2.2914 -4.0114 2.8449
H -1.2287 -1.3690 0.7503
H 0.2916 -1.1606 1.6459
C 5.1962 -10.0500 -3.3887
C 4.8742 -10.5340 -4.8014
C 3.6179 -9.7341 -5.1196
O 3.7397 -8.4975 -4.4140
C 4.8145 -8.5785 -3.4764
H 6.2356 -10.1975 -3.1002
H 4.5637 -10.5626 -2.6610
H 5.6809 -10.2608 -5.4850
H 4.7171 -11.6090 -4.8731
H 2.7185 -10.2522 -4.7700
H 3.5029 -9.5237 -6.1834
H 5.6503 -7.9754 -3.8491
H 4.4884 -8.1640 -2.5222
```

Its orbital gap is 8.51 eV. As for the SMILES: C#CCCCc1c(C)c(O)cc2c1N(F)c1c(c(CNC)c(OC[C@H](C)CC(C)C)c(N(C(=O)F)C(=O)F)c1P(C)O)S2.C1CCOC1.C1CCOC1.C1CCOC1.C1CCOC1.C1CCOC1.C1CCOC1.C1CCOC1. Its multiplicity is 1.